1.
{
  "formula": "C3H6N3O5",
  "method": "ωB97M-V/def2-TZVPD",
  "symbols": ["O", "C", "N", "C", "C", "O", "N", "N", "H", "H", "H", "O", "H", "H", "O", "O", "H"],
  "positions_angstrom": [[0.07527, 2.28994, 0.29821], [1.88637, 0.74648, -0.14649], [-0.39490, 0.27895, -0.68937], [0.38206, 1.25590, -0.24719], [-1.74691, -0.21664, 0.15729], [1.65143, -1.35614, 1.01631], [0.64368, -0.82253, -0.97553], [1.74100, -0.72387, -0.27228], [0.15060, -1.77249, -0.62599], [0.80695, -1.10775, 1.51384], [-2.22019, 1.49811, 0.73688], [-1.19967, -0.66894, 1.22855], [2.58061, 1.17360, -0.84989], [-1.71807, -1.27499, -1.48622], [-2.28479, -1.16388, -0.64850], [-2.57686, 0.86519, 0.11361], [2.22341, 0.99905, 0.87677]],
  "atomic_forces_ev_per_a": [[-0.81, 1.81, 0.25], [-1.07, -0.14, 1.17], [1.87, -0.65, -1.34], [1.52, -0.92, 0.88], [3.26, -0.54, 1.54], [-0.61, 0.21, 1.21], [-5.76, -3.57, -1.66], [2.93, 1.32, 1.89], [1.29, 2.66, -1.13], [0.56, 0.15, -1.26], [0.28, 0.35, 0.30], [-1.51, 0.57, 0.44], [0.08, -0.01, -0.53], [-1.48, 0.56, 2.00], [0.11, -1.89, -3.46], [-0.54, 0.28, 0.30], [-0.12, -0.20, -0.60]],
  "lowdin_charge": [0.01, -0.04, 0.07, -0.52, -0.84, -0.09, -0.03, -0.25, 0.18, 0.09, 0.09, -0.10, 0.09, 0.13, 0.02, 0.07, 0.12],
  "fmax_ev_per_a": 6.98,
  "smiles": "O=C1CN(O)NN1C([O-])(O)O",
  "homo_energy_ev": -4.2392,
  "gap_ev": 8.14,
  "molar_mass_da": 164.1,
  "lumo_ev": 3.900,
  "total_charge": -1,
  "relative_energy_ev": 1.7824
}

***

2.
{
  "formula": "C3H6N3P",
  "method": "ωB97M-V/def2-TZVPD",
  "symbols": ["H", "P", "N", "H", "C", "C", "H", "N", "H", "C", "H", "N", "H"],
  "positions_angstrom": [[-0.28242, -2.66625, -0.32500], [0.66092, 0.58753, -0.20838], [-1.61121, -0.82317, 0.07339], [2.46998, -0.49916, 1.21084], [-2.07260, 0.52213, 0.06882], [-1.10141, 1.47717, -0.02185], [-3.05965, 0.49715, 0.40133], [-0.32022, -0.88472, -0.08842], [3.17644, 0.72195, 0.12676], [2.32716, 0.06111, 0.25310], [-1.05216, 2.45873, 0.31430], [0.38432, -1.93135, -0.09954], [0.48085, 0.47889, -1.70536]],
  "atomic_forces_ev_per_a": [[-0.14, -0.66, 0.55], [-0.33, 0.16, -1.99], [0.06, 0.26, -1.15], [-0.86, 0.64, -0.62], [4.24, -0.55, 0.51], [0.96, -2.33, 0.47], [-1.67, 0.89, 0.00], [-0.03, -0.95, 1.57], [-0.28, 0.47, -0.50], [-1.77, 0.21, 0.39], [-0.63, 1.68, 0.13], [-0.56, -0.52, -1.02], [1.02, 0.70, 1.64]],
  "lowdin_charge": [0.06, 0.90, 0.00, -0.01, -0.20, -0.20, 0.08, -0.47, -0.04, -0.26, 0.00, 0.07, 0.07],
  "fmax_ev_per_a": 4.31,
  "homo_energy_ev": [-8.1266, -8.1266],
  "gap_ev": [7.50, 7.50],
  "molar_mass_da": 115.1,
  "lumo_ev": [-0.623, -0.624],
  "total_charge": 0,
  "relative_energy_ev": 6.6790
}

***

3.
{
  "formula": "C3H6N3S",
  "method": "ωB97M-V/def2-TZVPD",
  "symbols": ["N", "H", "H", "N", "H", "H", "H", "C", "H", "C", "S", "C", "N"],
  "positions_angstrom": [[-1.45115, 0.98383, 0.30861], [-0.48824, -2.20612, -0.15808], [1.00801, 1.53510, 0.90163], [0.67615, 0.85348, 0.20351], [2.51255, 0.15289, -1.03283], [-1.47172, 1.42696, 1.20414], [1.33409, -0.96984, 1.12869], [-1.48452, -0.32801, 0.06497], [0.78913, -0.02482, -1.86579], [0.78311, -0.56237, 0.23634], [-3.10403, 0.10772, -0.18153], [1.38816, 0.19241, -0.85929], [-0.49154, -1.16122, 0.04965]],
  "atomic_forces_ev_per_a": [[-1.71, -0.24, -1.82], [-0.72, 2.05, 0.19], [0.66, -1.05, -0.67], [1.13, 0.89, -0.34], [-1.57, 0.49, 0.62], [0.07, -0.12, 0.89], [-0.29, -0.01, -1.38], [-0.55, 0.26, 0.16], [1.28, 1.18, 2.05], [1.86, 0.35, 3.43], [0.17, -0.57, 0.29], [0.59, -1.16, -3.03], [-0.92, -2.09, -0.40]],
  "lowdin_charge": [-0.06, 0.23, 0.17, 0.01, 0.15, 0.11, 0.18, -0.72, 0.17, -0.32, 1.02, -0.07, 0.15],
  "fmax_ev_per_a": 3.92,
  "homo_energy_ev": -13.3949,
  "gap_ev": 8.77,
  "molar_mass_da": 116.2,
  "lumo_ev": -4.626,
  "total_charge": 1,
  "relative_energy_ev": 4.2560
}

***

4.
{
  "formula": "C3H6N3S2",
  "method": "ωB97M-V/def2-TZVPD",
  "symbols": ["H", "C", "H", "H", "C", "H", "H", "S", "C", "N", "N", "N", "S", "H"],
  "positions_angstrom": [[0.68195, -0.91410, -1.05888], [0.53464, -1.26258, 1.00533], [-0.01170, -1.50301, 1.91635], [1.45553, -1.87196, 0.84452], [-1.11246, -0.00506, -0.48719], [-0.60499, -2.18477, -0.63546], [-1.84787, -0.02428, 0.25708], [1.35703, 3.54304, -0.74932], [-0.10941, -1.21548, -0.34425], [1.13298, 0.13416, 1.28793], [-0.31701, 1.14580, -0.09926], [0.81000, 1.15012, 0.64232], [-0.41755, 2.69351, -1.14257], [-1.55113, 0.31460, -1.43660]],
  "atomic_forces_ev_per_a": [[-0.23, -0.77, 0.16], [1.44, 2.24, -0.54], [-0.31, -0.50, -0.35], [-0.72, 0.13, 0.82], [2.60, 0.15, 1.22], [0.62, 0.78, 0.09], [-1.69, -0.75, 0.94], [-0.71, -0.34, -0.24], [-2.02, 0.08, -1.73], [1.46, -1.44, 0.66], [2.12, -0.39, 1.34], [-2.36, -1.61, 0.36], [-0.24, 3.10, -2.29], [0.04, -0.68, -0.44]],
  "lowdin_spin": [0.00, 0.00, 0.00, 0.00, 0.05, 0.00, 0.00, 0.61, 0.01, 0.06, 0.25, 0.01, 0.99, 0.02],
  "fmax_ev_per_a": 3.86,
  "homo_energy_ev": [0.0652, -3.5704],
  "gap_ev": [3.70, 6.88],
  "molar_mass_da": 148.2,
  "multiplicity": 3,
  "lumo_ev": [3.767, 3.311],
  "total_charge": -1
}

***

5.
{
  "formula": "C3H6N4",
  "method": "ωB97M-V/def2-TZVPD",
  "symbols": ["H", "N", "H", "C", "N", "N", "C", "C", "H", "H", "H", "N", "H"],
  "positions_angstrom": [[-0.28770, -1.36358, -0.40729], [1.11964, 0.47633, -0.16184], [-3.71272, 1.13726, 0.53967], [3.41356, -0.14608, 0.09196], [2.13864, -0.36510, 0.17839], [-2.38621, -0.45317, -0.07810], [-3.54489, 0.01122, 0.21733], [-0.19735, -0.19665, -0.18799], [4.11004, 0.90843, -0.17668], [4.03958, -1.04198, 0.36096], [-4.39909, -0.79105, -0.22821], [-1.29848, 0.36915, -0.00937], [1.00497, 1.45522, -0.13884]],
  "atomic_forces_ev_per_a": [[1.10, 2.38, 0.52], [-3.19, -3.24, -0.26], [0.10, -2.41, -0.59], [0.64, 1.69, 0.03], [1.68, 0.58, -0.76], [-1.20, -0.72, -0.39], [-0.76, -0.48, -1.90], [2.07, -2.75, -0.34], [-2.58, -2.88, 0.68], [-0.71, 1.13, -0.29], [1.97, 2.64, 2.04], [-0.03, 2.66, 0.98], [0.91, 1.40, 0.28]],
  "lowdin_charge": [0.16, -0.03, 0.09, -0.09, -0.09, -0.14, -0.08, -0.17, 0.13, 0.06, 0.12, -0.06, 0.11],
  "fmax_ev_per_a": 4.55,
  "smiles": "C=N/N=C/NN=C",
  "homo_energy_ev": -8.8191,
  "gap_ev": 9.53,
  "molar_mass_da": 98.1,
  "lumo_ev": 0.712,
  "total_charge": 0,
  "relative_energy_ev": 5.2279
}

***

6.
{
  "formula": "C3H6N4",
  "method": "ωB97M-V/def2-TZVPD",
  "symbols": ["N", "N", "N", "H", "C", "H", "C", "H", "H", "H", "C", "N", "H"],
  "positions_angstrom": [[1.31304, 1.45410, 0.38452], [0.15894, -0.76008, 0.96760], [1.85375, 0.57480, 1.14132], [-2.07629, -0.86468, -0.67790], [-1.77296, 0.13810, -0.49319], [2.36854, 0.84362, 1.95951], [-0.36191, -0.00733, -0.06531], [1.69630, -0.92682, -0.54612], [-1.79927, 0.77023, -1.40828], [-2.47946, 0.69692, 0.26700], [0.56325, -1.13104, -0.46738], [0.33699, 1.35429, -0.35269], [0.19909, -2.14210, -0.70908]],
  "atomic_forces_ev_per_a": [[0.19, 0.45, -0.22], [0.92, 0.78, -0.65], [-2.61, -1.03, -1.90], [-1.03, -0.58, -0.28], [-1.39, 1.87, 1.04], [-0.24, 0.64, 0.54], [1.44, -0.29, -0.61], [-2.19, -0.33, -0.68], [0.07, -0.68, 0.46], [1.52, -1.35, -1.20], [1.22, -0.01, 1.90], [1.88, -0.09, 1.82], [0.22, 0.62, -0.22]],
  "lowdin_charge": [-0.13, 0.13, 0.10, 0.06, -0.04, 0.08, -0.62, 0.11, 0.08, 0.12, -0.10, 0.11, 0.09],
  "fmax_ev_per_a": 3.39,
  "homo_energy_ev": [-9.2725, -9.2755],
  "gap_ev": [8.51, 8.51],
  "molar_mass_da": 98.1,
  "lumo_ev": [-0.765, -0.766],
  "total_charge": 0,
  "relative_energy_ev": 6.0166
}

***

7.
{
  "formula": "C3H6N4O",
  "method": "ωB97M-V/def2-TZVPD",
  "symbols": ["H", "N", "O", "H", "C", "C", "H", "H", "N", "N", "H", "N", "H", "C"],
  "positions_angstrom": [[-0.98427, -1.11973, -0.71288], [1.27679, 0.63458, -1.51894], [0.38792, 1.36518, 0.59038], [-1.29053, 0.86960, 3.15781], [0.38977, 0.51255, -0.55132], [-0.36790, 0.93588, 1.50509], [0.38007, -1.48371, 0.47631], [0.46119, -0.53951, -2.90347], [-0.53940, 1.34551, 2.63616], [1.33440, -0.54302, -2.30016], [2.12896, -0.44381, -3.04479], [-1.25594, -0.05724, 0.97580], [-1.56231, -0.76876, 1.71964], [-0.35874, -0.70752, -0.02964]],
  "atomic_forces_ev_per_a": [[-1.27, -1.74, -2.32], [-2.39, 0.26, 3.31], [3.46, 2.06, -4.36], [0.71, 0.32, -0.64], [3.01, -1.02, -0.17], [-5.32, -3.37, 0.58], [-1.23, 1.49, -1.33], [1.27, -0.32, 0.85], [0.54, 2.18, 4.03], [-0.09, 0.09, -3.04], [-1.84, 0.19, 2.03], [1.25, -2.25, 0.23], [0.70, 1.68, -1.48], [1.20, 0.42, 2.31]],
  "lowdin_charge": [0.07, 0.02, 0.12, 0.07, -0.23, -0.65, 0.17, 0.10, 0.17, -0.05, 0.12, 0.04, 0.16, -0.11],
  "fmax_ev_per_a": 6.32,
  "smiles": "[H]/N=C1\\NC/C(=N\\N)O1",
  "homo_energy_ev": -9.3253,
  "gap_ev": 9.76,
  "molar_mass_da": 114.1,
  "lumo_ev": 0.430,
  "total_charge": 0,
  "relative_energy_ev": 3.4418
}

***

8.
{
  "formula": "C3H6N4O",
  "method": "ωB97M-V/def2-TZVPD",
  "symbols": ["C", "H", "N", "H", "H", "N", "C", "H", "O", "H", "H", "C", "N", "N"],
  "positions_angstrom": [[-2.29019, 0.01546, 0.14450], [-3.59168, -1.29324, 0.09079], [-2.59999, -1.18854, -0.09797], [2.24800, -1.62175, 0.04663], [-2.95751, 0.84339, 0.48206], [3.60701, -0.09619, 0.00204], [0.11963, -0.27947, -0.06010], [0.01717, -1.33966, -0.25106], [-0.84057, 1.84155, -0.05178], [0.14967, 1.90740, -0.11706], [3.51779, 0.94797, -0.08758], [2.42526, -0.52455, 0.02533], [-1.03539, 0.46660, -0.15688], [1.23080, 0.32102, 0.03108]],
  "atomic_forces_ev_per_a": [[-1.09, 0.32, -0.48], [0.03, -0.32, 0.18], [-0.34, 0.33, 0.26], [-0.03, 0.59, 0.08], [0.45, -0.65, -0.22], [-0.57, 1.40, -0.35], [-0.61, -0.04, -0.91], [-0.36, -0.25, 0.40], [0.34, -0.01, 0.07], [-0.60, -0.04, 0.18], [0.45, -0.95, 0.29], [-1.31, -0.13, 0.06], [1.81, 0.18, 0.41], [1.83, -0.41, 0.02]],
  "lowdin_charge": [-0.25, 0.05, 0.10, 0.11, 0.15, 0.08, -0.16, 0.13, 0.01, 0.10, 0.07, -0.31, -0.13, 0.05],
  "fmax_ev_per_a": 1.88,
  "smiles": "[H]/N=C\\N=C\\N(O)/C=N/[H]",
  "homo_energy_ev": -9.2085,
  "gap_ev": 9.67,
  "molar_mass_da": 114.1,
  "lumo_ev": 0.457,
  "total_charge": 0,
  "relative_energy_ev": 3.2097
}

***

9.
{
  "formula": "C3H6N4O",
  "method": "ωB97M-V/def2-TZVPD",
  "symbols": ["N", "C", "H", "N", "C", "N", "H", "C", "O", "H", "H", "H", "H", "N"],
  "positions_angstrom": [[0.47887, 1.15759, -0.06345], [-1.56742, -1.53633, 0.40355], [-2.65782, -1.15545, 0.49230], [-0.79288, -0.55535, -0.26315], [-0.77008, 0.69515, -0.04869], [2.60152, -0.18408, 0.34464], [-2.65202, 1.29348, 0.04799], [1.41463, 0.05062, -0.06735], [0.68056, -1.02158, -0.53816], [-1.27595, -1.80284, 1.44564], [-1.52982, -2.45394, -0.46708], [3.12639, 0.65856, 0.39505], [0.77702, 2.05138, 0.72738], [-1.67251, 1.62824, -0.02676]],
  "atomic_forces_ev_per_a": [[7.06, 2.95, 3.38], [-1.89, -2.54, -2.24], [1.80, -0.56, -0.51], [1.94, -5.68, -1.43], [-2.60, 6.70, 0.05], [-1.77, 0.14, -1.49], [0.93, 0.01, -0.27], [-0.55, -0.37, 0.78], [-2.55, 1.28, 1.41], [0.32, -0.03, -0.92], [-0.46, 2.01, 3.22], [0.55, 0.92, 0.55], [-1.56, -3.65, -3.55], [-1.23, -1.19, 1.04]],
  "lowdin_charge": [0.12, -0.05, 0.11, -0.05, -0.64, 0.15, 0.04, -0.44, 0.06, 0.09, 0.17, 0.03, 0.28, 0.12],
  "fmax_ev_per_a": 8.36,
  "smiles": "[H]/N=c1/[nH]/c(=N\\[H])on1C",
  "homo_energy_ev": -9.1980,
  "gap_ev": 9.70,
  "molar_mass_da": 114.1,
  "lumo_ev": 0.502,
  "total_charge": 0,
  "relative_energy_ev": 4.7931
}

***

10.
{
  "formula": "C3H6N4S",
  "method": "ωB97M-V/def2-TZVPD",
  "symbols": ["H", "H", "S", "N", "H", "N", "H", "N", "N", "C", "H", "C", "C", "H"],
  "positions_angstrom": [[-1.70253, 1.83185, 0.24642], [-0.43343, 2.56828, 1.09669], [0.09207, -0.04908, 2.39070], [0.06195, 1.03809, -0.01726], [0.49427, -3.10809, -0.25389], [-0.73422, 2.15295, 0.20370], [0.31456, -1.33086, -2.34463], [0.20782, -2.43898, 0.46922], [-0.26064, -0.15574, 0.72889], [0.19071, -0.76122, -1.43001], [0.15651, 1.32082, -2.08956], [0.04625, -1.29495, -0.06144], [0.14744, 0.58247, -1.31894], [1.41923, -0.35556, 2.38011]],
  "atomic_forces_ev_per_a": [[0.00, 0.37, 0.23], [-0.45, -0.30, -0.58], [0.07, -0.35, -0.25], [0.44, -0.88, -0.49], [-0.25, 0.20, 0.31], [0.00, -0.05, 0.48], [0.02, 0.09, 0.34], [0.17, -0.13, -0.46], [0.10, 0.46, 0.74], [-0.23, 0.56, 0.50], [0.09, 0.30, -0.31], [0.30, 0.12, -0.13], [0.03, -0.49, -0.25], [-0.29, 0.08, -0.14]],
  "lowdin_charge": [0.09, 0.08, 0.79, -0.25, 0.05, 0.06, 0.10, 0.10, -0.43, 0.00, 0.11, -0.49, -0.09, -0.12],
  "fmax_ev_per_a": 1.09,
  "smiles": "[H]/N=c1\\ccn(N)n1S",
  "homo_energy_ev": -8.3914,
  "gap_ev": 9.11,
  "molar_mass_da": 130.2,
  "lumo_ev": 0.723,
  "total_charge": 0,
  "relative_energy_ev": 2.9264
}

***

11.
{
  "formula": "C3H6NO",
  "method": "ωB97M-V/def2-TZVPD",
  "symbols": ["H", "O", "H", "H", "C", "H", "C", "N", "C", "H", "H"],
  "positions_angstrom": [[-0.96179, 1.08334, 1.14581], [1.32719, -0.50609, -0.09132], [-1.80353, -0.97746, 0.00708], [-0.77907, -0.36307, -1.57599], [0.14975, -0.93860, 0.36768], [0.09249, -1.75824, 1.09753], [0.94408, 0.83064, -0.13953], [-0.41193, 0.51445, 0.48369], [-0.99919, -0.52630, -0.43953], [0.77374, 1.12759, -1.13204], [1.66824, 1.51375, 0.27661]],
  "atomic_forces_ev_per_a": [[0.38, -0.51, -0.28], [2.06, -0.74, 0.03], [-2.66, -0.56, 0.19], [-1.11, -0.27, 2.26], [-1.08, -0.88, 0.73], [0.19, 0.56, -0.12], [-0.61, 0.35, -0.18], [0.34, 0.30, -0.07], [3.05, 1.04, -2.18], [-0.30, 0.66, -1.46], [-0.25, 0.05, 1.07]],
  "lowdin_charge": [0.21, 0.04, 0.12, 0.20, -0.17, 0.19, -0.04, 0.12, 0.05, 0.12, 0.16],
  "fmax_ev_per_a": 3.89,
  "homo_energy_ev": -15.9877,
  "gap_ev": 12.35,
  "molar_mass_da": 72.1,
  "lumo_ev": -3.642,
  "total_charge": 1,
  "relative_energy_ev": 2.4230
}

***

12.
{
  "formula": "C3H6NO2",
  "method": "ωB97M-V/def2-TZVPD",
  "symbols": ["H", "H", "N", "C", "H", "H", "C", "O", "H", "O", "H", "C"],
  "positions_angstrom": [[0.05640, 1.08679, 0.07623], [2.29369, -1.57247, 0.09047], [-0.45204, 0.21414, 0.14349], [-1.86063, 0.84852, -0.54529], [2.21326, -0.16539, 1.15588], [1.91310, 0.12249, -0.57275], [0.29976, -0.86793, 0.39679], [-1.72939, 2.12019, -0.59972], [-1.93290, 0.29803, -1.50781], [-0.02866, -1.90968, 0.96809], [-2.60062, 0.42199, 0.15704], [1.82803, -0.59668, 0.23759]],
  "atomic_forces_ev_per_a": [[0.44, -0.22, -0.36], [0.23, 0.28, -0.30], [-0.01, 0.51, -0.49], [-0.49, -0.61, 0.56], [0.01, 0.09, 0.18], [0.66, -0.20, -0.17], [0.73, 1.01, 1.74], [0.14, 0.05, -0.06], [0.21, -0.13, 0.00], [-0.53, -0.52, -0.94], [-0.26, 0.06, -0.02], [-1.12, -0.32, -0.13]],
  "lowdin_charge": [0.07, 0.06, 0.06, -0.49, 0.06, 0.06, -0.60, -0.27, 0.07, -0.05, 0.07, -0.05],
  "fmax_ev_per_a": 2.13,
  "smiles": "CC(=O)NC[O-]",
  "homo_energy_ev": -3.4320,
  "gap_ev": 7.57,
  "molar_mass_da": 88.1,
  "lumo_ev": 4.142,
  "total_charge": -1,
  "relative_energy_ev": 1.9073
}